The following is a DFT calculation (wB97M-V/def2-TZVPD) of a cluster of 2 separate species, C8H9N2O3S in total in a non-equilibrium geometry.

Geometry as XYZ:
```
23
Properties=species:S:1:pos:R:3:forces:R:3
C -0.471178 -1.265782 -0.673291 0.942 0.278 -0.494
C -1.764228 -1.747167 -0.514243 -1.772 0.708 0.799
C -0.070316 0.066274 -0.753218 -4.182 -0.691 1.987
C -2.779929 -0.850609 -0.131067 0.114 0.578 -0.411
C -1.114652 0.969570 -0.414728 0.170 1.217 -1.064
C -2.423850 0.510869 -0.095152 3.453 -1.174 -1.315
C -0.956596 2.478321 -0.431418 -1.358 -1.271 0.143
C 0.108839 3.056598 0.051678 1.785 2.385 0.651
N -3.268342 1.512486 0.260204 -2.772 -0.793 1.413
N 3.757966 -1.629195 -0.554045 0.764 0.911 1.562
O -4.243998 1.018834 0.838209 -0.334 1.627 0.004
O 4.048326 0.093460 1.374407 -0.627 0.337 0.284
O 3.540119 0.801995 -1.242382 1.339 -1.331 -0.828
S 4.440697 -0.247768 0.006964 -0.735 -1.705 -2.148
H 0.377881 -1.907092 -0.742868 0.189 -1.013 -0.337
H -2.019603 -2.791682 -0.635122 0.301 -0.083 0.155
H 0.952880 0.206299 -0.787451 1.962 1.091 -0.505
H -3.863574 -0.969248 0.128733 1.305 -0.826 -0.464
H 3.898568 0.280173 -2.047607 -1.117 1.240 1.772
H -1.861844 3.098039 -0.656765 1.125 -0.781 -0.095
H 0.094278 4.195292 0.049333 0.319 -1.558 0.150
H 3.583238 -2.222189 0.285595 0.107 0.557 -0.619
H 1.018063 2.565244 0.480257 -0.978 0.295 -0.639
```
Positions in Å, forces in eV/Å.

- Energy relative to the best compared isomer or geometry (same formula, charge and spin): 5.640 eV
- Net charge: -1
- E_LUMO: 1.6 eV
- E_HOMO: -3.66 eV
- Orbital gap: 5.2 eV